The following is a DFT calculation (ωB97M-V/def2-TZVPD) of a molecular structure, C5H8O3Pm in a non-equilibrium geometry.

```
17
Properties=species:S:1:pos:R:3:forces:R:3
C 2.98634 -2.24071 2.88969 0.10 0.99 -0.86
C -0.35675 0.34225 -0.20758 2.58 2.25 1.24
H 2.75797 -1.68073 4.95778 0.26 -0.01 -0.19
H 0.11312 3.87616 -1.85878 -0.35 -0.38 -0.06
H 3.32327 -3.12507 2.30404 -0.22 0.06 0.07
H -0.07563 2.59489 -3.07591 -0.09 0.12 0.23
C -1.36601 2.34405 -1.32322 -0.13 -0.88 0.18
C -0.62044 3.19894 -2.33460 -0.08 0.09 -0.45
O -0.34344 1.66061 -0.48915 -0.21 -1.61 0.20
H -1.87331 3.01984 -0.61285 -0.12 -0.19 -0.13
O -1.32144 -0.32690 -0.71381 -2.34 0.17 -1.59
H 4.44655 -1.67740 4.32473 -0.32 -0.02 -0.04
H -1.33722 3.82781 -2.88586 0.19 -0.10 0.14
Pm -2.82918 0.44163 -1.89906 0.55 0.57 0.22
O 2.37786 -1.34509 2.33802 0.26 -0.87 0.54
H 3.65002 -3.21806 4.65023 -0.08 0.34 0.06
C 3.47201 -2.18973 4.30061 0.02 -0.51 0.44
```
Forces are in eV/Å.

total charge	+1
highest occupied orbital energy (alpha / beta)	-11.27 / -11.27	eV
orbital gap (alpha / beta)	5.29 / 5.47	eV
M	261.12	g/mol
2S+1	5
calculated total energy	-27999.5427	eV
⟨S²⟩	6.09

Let us look at the Mulliken charges, expressed in e, one per atom: C 0.1491; C 0.2710; H 0.2538; H 0.2993; H 0.3068; H 0.3099; C -0.4887; C -1.0938; O -0.2006; H 0.3144; O -0.5378; H 0.2508; H 0.3420; Pm 1.7904; O -0.4720; H 0.2905; C -0.7850